{
  "formula": "C48H47N12OPSn",
  "method": "ωB97M-V with the def2-TZVPD basis set",
  "homo_energy_ev": -12.6,
  "lumo_energy_ev": -5.0279,
  "charge": 2,
  "largest_force_ev_per_a": 0.37,
  "species": ["C", "H", "H", "C", "H", "C", "H", "C", "H", "H", "H", "C", "C", "H", "C", "C", "C", "C", "N", "H", "C", "C", "H", "C", "C", "C", "C", "H", "C", "C", "C", "N", "C", "C", "C", "C", "C", "H", "H", "H", "C", "H", "H", "C", "N", "H", "C", "H", "C", "H", "H", "N", "H", "H", "P", "H", "N", "C", "H", "Sn", "C", "H", "H", "H", "H", "H", "H", "C", "C", "C", "C", "H", "N", "H", "H", "C", "N", "N", "N", "N", "C", "H", "H", "H", "C", "C", "N", "C", "H", "C", "C", "H", "C", "N", "H", "C", "H", "H", "H", "C", "C", "C", "H", "C", "C", "O", "H", "H", "H", "H"],
  "coordinates": [[-2.480353, 4.135787, -1.988096], [-2.864522, 3.677534, -2.886091], [6.008130, -1.966549, 1.814790], [-2.038802, -4.265509, -4.180676], [2.122474, 2.340512, -0.873565], [-2.733474, -4.492205, -3.009649], [-0.360212, 2.320407, -7.432687], [5.045036, -3.218169, 3.269552], [-3.691358, -4.119215, -0.266578], [3.911798, -0.952553, 0.982915], [0.043531, -3.346727, 0.280432], [-2.078013, 2.156454, -4.519254], [-2.464394, 6.017161, -0.524163], [5.008462, 1.625018, -3.967021], [0.636715, -2.406443, 2.893712], [1.335565, -3.545253, -1.277796], [2.450284, -1.873513, -2.312669], [3.180792, 1.701219, 3.656757], [0.537214, -3.995074, -0.304072], [-0.174125, -1.525117, -3.349119], [-2.674939, -2.034390, 1.337647], [-4.731563, -0.393079, -2.299619], [0.727013, 1.476219, 2.790190], [-2.928206, 5.403374, -1.668156], [-2.902777, 1.022190, -1.610147], [-3.483984, 0.165410, -2.540180], [-0.183069, 3.508643, 0.996211], [-2.798799, 7.009008, -0.253531], [3.893302, -1.700779, 1.764164], [-0.869103, -2.351474, -3.249552], [-2.471811, -3.622888, -1.956570], [3.289611, -4.864804, -3.820255], [-2.369080, -2.491564, -0.058114], [-1.568904, 3.431629, -1.200095], [0.775516, 3.635181, 3.022227], [-4.833285, 0.734923, -0.183027], [-3.588219, 1.295961, -0.425080], [3.021290, 3.734204, 0.850509], [1.008050, -3.820218, 4.429070], [-1.157930, -2.084545, 3.989964], [3.495963, 3.276257, 1.721330], [3.094303, -5.845852, -3.723778], [-1.222566, -3.403380, 2.841437], [-1.567556, 5.348762, 0.282684], [-1.467369, -1.513433, 1.967496], [3.627823, 4.052167, 2.476031], [2.652254, 1.690394, -1.558755], [-2.970614, -0.071326, -3.461456], [-1.025004, 1.921693, -3.631425], [5.980146, -3.638190, 3.613361], [-1.211905, 5.833023, 1.177924], [1.893311, -4.460879, -2.056802], [3.944623, -4.540527, -4.509201], [0.344121, -4.981050, -0.275817], [-1.220419, 1.714599, -1.825321], [-2.202595, -4.918660, -5.026677], [-2.958824, -3.550984, -0.658974], [-5.410671, -0.108790, -1.123071], [4.492625, 2.944623, 1.428442], [0.363544, -0.313020, -0.151680], [1.188382, 2.347346, 2.306403], [2.635298, 0.839082, 4.042273], [4.264675, -0.768649, -3.963462], [-3.447402, -5.300144, -2.922224], [-3.156449, 1.970413, 0.306892], [2.843735, 1.240883, 1.594117], [-5.175708, -1.042858, -3.043069], [2.691290, -2.109331, 2.339285], [3.649696, 2.165411, -2.392055], [-1.121553, -3.208239, -4.300797], [2.849767, -0.440892, -2.404624], [-5.364599, 0.973850, 0.729902], [1.377473, -1.717191, 2.067519], [1.091220, 1.609716, -3.482434], [-3.127996, -2.850531, 1.909538], [-1.836660, 2.303588, -5.875176], [3.067102, -2.693624, -3.123482], [1.532355, -2.202572, -1.392417], [2.262176, 0.413132, -1.562372], [-1.514624, -1.885244, -0.845611], [2.697495, -3.050475, 3.370466], [-0.612650, -3.061474, -5.244024], [-3.433062, -1.252085, 1.270588], [-6.397998, -0.518134, -0.952928], [-0.862605, -2.378910, 2.976898], [3.865204, -3.624920, 3.858501], [1.364095, -3.220483, 3.703705], [5.059254, -2.267678, 2.237823], [1.515537, 1.857012, -5.887562], [0.506547, 1.947777, -5.507037], [2.692181, 2.095036, 2.265814], [-3.641561, 5.899695, -2.312126], [4.239048, 1.286054, -3.286352], [0.567888, 2.475347, 0.965600], [4.239973, 1.449422, 3.638846], [0.264594, 1.806004, -4.148187], [3.051552, 2.528659, 4.359393], [-3.100893, 2.195023, -4.168500], [-1.639374, -0.598105, 2.359273], [-1.562259, -2.569230, -2.059600], [3.831281, -0.038681, -3.297010], [-1.100483, 4.062269, -0.023419], [-2.664465, 2.495273, -6.544768], [-0.544105, 2.203519, -6.373260], [2.729304, -3.997491, -2.981542], [-0.185196, 4.222331, 2.136982], [3.942645, 3.204878, -2.348293], [3.854845, -4.346278, 4.664334], [1.596923, 4.341320, 3.134497], [0.303561, 3.478192, 3.988556]],
  "forces_ev_per_angstrom": [[0.072, -0.066, -0.009], [-0.007, 0.055, 0.065], [0.000, -0.014, -0.004], [0.032, -0.023, 0.004], [0.006, 0.002, 0.063], [-0.012, 0.006, 0.021], [-0.004, -0.006, -0.006], [-0.005, -0.007, 0.000], [0.003, 0.000, 0.032], [-0.010, 0.029, -0.078], [0.010, -0.027, 0.074], [0.013, -0.078, -0.091], [-0.002, 0.096, 0.042], [0.009, -0.001, 0.006], [-0.106, -0.041, 0.104], [0.061, -0.020, -0.018], [0.070, -0.014, -0.040], [0.017, 0.025, -0.043], [0.057, 0.015, 0.027], [-0.061, -0.008, -0.061], [-0.040, -0.043, -0.056], [0.003, -0.048, 0.018], [0.026, -0.003, -0.016], [-0.089, 0.005, -0.124], [0.060, 0.025, 0.022], [0.022, -0.117, 0.057], [0.090, -0.282, 0.037], [0.005, 0.009, 0.009], [-0.043, 0.035, -0.013], [-0.086, 0.132, -0.026], [0.016, 0.076, -0.088], [-0.017, 0.021, 0.008], [-0.078, 0.089, 0.081], [0.166, 0.170, 0.082], [0.118, -0.017, 0.086], [-0.005, -0.025, 0.022], [0.052, -0.048, 0.043], [-0.007, -0.013, -0.016], [-0.040, 0.012, -0.009], [0.009, -0.048, 0.013], [-0.029, -0.076, -0.057], [-0.001, -0.005, -0.011], [-0.025, 0.026, -0.028], [0.059, -0.007, -0.041], [-0.006, 0.024, 0.223], [0.002, 0.020, -0.006], [-0.057, 0.058, 0.091], [0.042, -0.039, -0.033], [-0.050, -0.135, 0.006], [0.004, 0.009, 0.005], [-0.010, -0.015, -0.021], [-0.013, 0.004, 0.036], [0.012, -0.005, 0.002], [0.010, 0.002, 0.039], [-0.135, 0.153, 0.150], [-0.019, 0.016, -0.011], [-0.057, 0.088, -0.040], [-0.037, 0.004, -0.020], [0.013, 0.025, 0.004], [0.044, -0.023, 0.326], [-0.095, -0.170, -0.108], [-0.010, -0.058, 0.011], [0.006, 0.007, 0.000], [0.013, -0.013, -0.009], [-0.032, 0.028, -0.014], [-0.043, -0.050, 0.000], [-0.016, 0.009, 0.004], [0.080, 0.028, 0.044], [0.006, -0.033, -0.048], [-0.035, -0.008, -0.007], [0.070, 0.084, -0.031], [0.000, 0.020, -0.008], [0.049, -0.102, -0.185], [0.048, -0.005, 0.014], [0.021, -0.005, -0.006], [-0.017, 0.004, -0.002], [-0.030, 0.043, -0.023], [0.079, 0.061, 0.289], [0.038, -0.011, -0.013], [0.182, 0.005, -0.327], [0.064, 0.022, -0.079], [0.011, 0.001, 0.002], [0.020, 0.068, -0.044], [0.014, -0.022, 0.018], [0.034, 0.023, -0.030], [-0.030, 0.005, 0.041], [-0.025, 0.036, 0.008], [-0.002, 0.043, -0.029], [0.008, 0.011, 0.003], [-0.003, 0.013, -0.013], [0.092, -0.016, -0.067], [0.002, 0.002, -0.017], [-0.016, 0.017, 0.005], [-0.049, -0.045, -0.144], [0.043, -0.003, 0.016], [-0.043, 0.006, 0.013], [0.006, -0.014, 0.010], [0.026, 0.019, -0.008], [-0.033, -0.003, -0.005], [-0.090, -0.071, 0.001], [0.009, -0.035, 0.012], [-0.193, 0.110, -0.271], [0.005, -0.015, -0.017], [0.009, 0.013, 0.018], [-0.038, -0.039, -0.003], [-0.157, 0.073, 0.136], [-0.017, 0.004, 0.012], [0.009, -0.019, -0.013], [0.010, -0.003, 0.043], [-0.026, 0.005, -0.007]],
  "mulliken_charge": [-0.947, 0.345, 0.481, -0.844, -0.011, -0.947, 0.423, -0.555, 0.259, 0.307, -0.471, -0.369, -0.818, 0.482, -0.110, 0.011, -0.521, -1.706, 0.036, 0.428, -1.989, -0.871, 0.093, -1.065, 1.161, -0.919, 0.233, 0.425, 0.246, -0.077, 0.424, -0.324, 0.004, 0.539, -0.600, -0.751, -0.875, 0.330, 0.259, 0.622, -1.810, 0.262, 0.459, -1.142, 0.160, 0.492, -0.811, 0.540, 0.984, 0.436, 0.514, -0.775, 0.247, 0.304, 1.589, 0.473, 0.111, -0.834, 0.393, 1.700, -0.135, 0.376, 0.638, 0.530, 0.285, -0.889, 0.521, -0.152, -0.604, -0.969, 0.381, 0.535, 1.088, 0.297, 0.509, -1.091, -0.757, 1.284, 1.279, 1.243, 0.269, 0.558, 0.205, 0.431, -1.451, -1.202, -0.097, -1.022, 0.489, -0.718, 2.281, 0.472, -1.141, 0.276, 0.427, -0.563, 0.395, 0.402, 0.232, 0.241, -0.382, 0.831, 0.463, -0.751, 0.187, -0.500, 0.603, 0.460, 0.292, 0.312]
}